1.
Density functional theory data (ωB97M-V/def2-TZVPD) for 6 unconnected molecules or ions with the total composition H12O6.

Results
Net charge: 0
E_LUMO, eV: 0.6
Structure (SMILES): O.O.O.O.O.O

```
18
Properties=species:S:1:pos:R:3:lowdin_charge:R:1
O -0.39394 0.17879 -1.67792 -0.07
H 0.01041 -0.52882 -1.15159 0.02
H 0.17196 0.96222 -1.49438 0.02
O 2.38618 0.68290 0.98882 -0.07
H 1.84342 1.28385 1.50946 0.06
H 1.83750 -0.12989 0.87644 0.01
O 1.53217 2.10596 -1.21916 -0.07
H 1.95192 1.41175 -0.66396 0.02
H 2.17564 2.30338 -1.90678 0.06
O 0.78041 -1.50526 0.56066 -0.08
H -0.12087 -1.67348 0.94203 0.02
H 1.32144 -2.28912 0.68837 0.07
O -1.71918 -1.54497 1.46234 -0.07
H -1.93139 -1.04582 2.25633 0.06
H -2.05308 -0.98159 0.71571 0.02
O -2.72185 0.29540 -0.25022 -0.07
H -1.82942 0.48638 -0.63652 0.02
H -3.24132 -0.01167 -0.99961 0.06
```



2.
Density functional theory data (ωB97M-V/def2-TZVPD) for 6 unconnected molecules or ions with the total composition H12O6.

Results
Net charge: 0
E_LUMO, eV: 0.0
Structure (SMILES): O.O.O.O.O.O

```
18
Properties=species:S:1:pos:R:3:lowdin_charge:R:1
O -21.28936 -11.15264 -12.93062 -0.05
H -20.34938 -11.15780 -13.13596 0.01
H -21.33245 -10.96778 -11.98772 0.03
O -17.73523 -12.14651 -14.14926 -0.05
H -16.83374 -11.87581 -13.93720 0.04
H -18.17114 -12.25419 -13.29408 0.01
O -14.20512 -12.03609 -13.91632 -0.05
H -13.99131 -11.35127 -13.27478 0.04
H -14.13081 -11.60052 -14.77186 0.04
O -15.96940 -14.51055 -13.04747 -0.06
H -16.83003 -14.07841 -12.98646 -0.02
H -16.12673 -15.44357 -12.87860 0.03
O -18.09096 -13.20171 -11.48825 -0.04
H -18.69437 -13.95261 -11.52925 0.07
H -17.90928 -13.07610 -10.55180 0.07
O -19.30383 -12.14128 -16.52100 -0.08
H -18.85761 -12.08233 -15.66066 -0.02
H -19.74829 -11.29689 -16.63324 0.03
```



3.
Density functional theory data (ωB97M-V/def2-TZVPD) for 6 unconnected molecules or ions with the total composition H12O6.

Results
Net charge: 0
E_LUMO, eV: 0.3
Structure (SMILES): O.O.O.O.O.O

```
18
Properties=species:S:1:pos:R:3:lowdin_charge:R:1
O 1.79583 -4.05925 -0.68046 -0.05
H 1.69404 -4.76042 -1.32407 0.03
H 2.22346 -3.35136 -1.16238 0.02
O 3.95782 0.02722 -2.28041 -0.05
H 4.10173 -0.74297 -2.83027 0.03
H 4.70216 0.03493 -1.67863 0.03
O -0.00699 0.29015 0.01391 -0.05
H 0.67782 0.58847 0.61246 0.03
H 0.46601 -0.00313 -0.76487 0.02
O -4.60988 -1.36092 0.89127 -0.05
H -3.78548 -0.89544 1.03242 0.03
H -4.90904 -1.06399 0.03187 0.03
O -3.97621 2.45143 -2.09562 -0.05
H -3.17602 2.36692 -1.57716 0.03
H -4.20783 3.37787 -2.03019 0.03
O 1.88736 2.32745 4.28279 -0.06
H 1.46717 1.63863 4.79775 0.03
H 1.69805 3.13439 4.76158 0.03
```



4.
Density functional theory data (ωB97M-V/def2-TZVPD) for 6 unconnected molecules or ions with the total composition H12O6.

Results
Net charge: 0
E_LUMO, eV: 0.2
Structure (SMILES): O.O.O.O.O.O

```
18
Properties=species:S:1:pos:R:3:lowdin_charge:R:1
O 14.58549 -6.57039 -6.97526 -0.07
H 15.24925 -7.22238 -7.27600 0.01
H 14.08762 -6.34051 -7.77954 0.01
O 16.09470 -5.12361 -5.13770 -0.09
H 15.33154 -4.86819 -4.61355 0.02
H 15.72670 -5.71292 -5.83268 -0.01
O 16.36395 -8.55659 -7.77355 -0.04
H 16.30836 -9.51154 -7.90067 0.07
H 17.21031 -8.30108 -8.16182 0.08
O 12.79964 -6.04560 -9.00115 -0.04
H 12.25224 -5.62027 -8.32785 0.06
H 12.20334 -6.18890 -9.74356 0.07
O 15.20732 -9.25631 -5.02996 -0.06
H 15.64598 -10.10843 -5.11778 0.03
H 15.49296 -8.74689 -5.80345 -0.01
O 11.89652 -8.53143 -7.04992 -0.07
H 11.41697 -8.73376 -6.23953 0.04
H 12.38287 -7.72199 -6.84480 0.00
```



5.
Density functional theory data (ωB97M-V/def2-TZVPD) for 6 unconnected molecules or ions with the total composition H12O6.

Results
Net charge: 0
E_LUMO, eV: 0.0
Structure (SMILES): O.O.O.O.O.O

```
18
Properties=species:S:1:pos:R:3:lowdin_charge:R:1
O -2.44444 -0.93886 -2.70296 -0.05
H -1.57399 -0.95502 -2.30508 -0.01
H -2.34541 -0.38072 -3.47426 0.03
O 2.52504 1.84826 0.28706 -0.04
H 3.06004 1.70397 -0.49345 0.05
H 2.10457 2.69491 0.13665 0.05
O -3.84427 0.65498 1.81064 -0.05
H -3.29654 1.38244 2.10565 0.02
H -3.23077 -0.06663 1.67234 0.03
O 0.12759 -2.48410 -1.17431 -0.05
H 0.83413 -2.42752 -1.81760 0.03
H 0.04156 -1.59381 -0.83340 -0.03
O 2.90301 -0.56369 1.94194 -0.05
H 2.97152 0.24596 1.43599 -0.02
H 3.09863 -0.30177 2.84160 0.03
O -0.29006 0.12209 -0.09007 -0.03
H -0.97162 0.78191 0.03776 0.05
H 0.33100 0.27760 0.62149 0.04
```



6.
Density functional theory data (ωB97M-V/def2-TZVPD) for 6 unconnected molecules or ions with the total composition H12O6.

Results
Net charge: 0
E_LUMO, eV: 0.1
Structure (SMILES): O.O.O.O.O.O

```
18
Properties=species:S:1:pos:R:3:lowdin_charge:R:1
O 0.05754 -0.41485 0.34906 -0.05
H -0.85446 -0.59904 0.57391 -0.01
H 0.02330 -0.10146 -0.55474 0.00
O 0.81668 0.51492 -2.31092 -0.03
H 1.09751 1.38816 -2.58445 0.06
H 0.20972 0.23271 -2.99517 0.06
O 3.18465 -1.37692 -1.60402 -0.05
H 3.78316 -0.88606 -2.16710 0.03
H 2.33183 -0.96533 -1.74373 -0.02
O 2.13163 1.50770 0.77224 -0.06
H 1.61943 0.69925 0.75502 -0.02
H 2.55212 1.54373 -0.08690 0.01
O -3.83509 1.20345 1.79838 -0.06
H -3.63865 1.90960 2.41401 0.03
H -3.12124 0.57677 1.91628 -0.01
O -1.95698 -1.38943 1.80498 -0.03
H -1.95149 -2.00015 2.54203 0.07
H -2.44967 -1.84307 1.12111 0.06
```



7.
Density functional theory data (ωB97M-V/def2-TZVPD) for 6 unconnected molecules or ions with the total composition H12O6 at a distorted geometry.

Results
Net charge: 0
E_LUMO, eV: 0.2
Structure (SMILES): O.O.O.O.O.O

```
18
Properties=species:S:1:pos:R:3:lowdin_charge:R:1
O 0.61003 2.31933 0.56067 -0.07
H 0.43313 2.38825 1.50281 0.04
H 1.36341 2.99424 0.44484 0.10
O -1.01888 -0.40205 2.43980 -0.10
H -0.48393 -0.54601 1.62052 0.00
H -1.22760 0.55522 2.42142 0.03
O -0.60875 -2.67805 -1.62062 -0.09
H -0.45369 -3.60939 -1.12672 0.16
H -0.12264 -2.48418 -2.40682 0.03
O -2.29584 1.40936 -0.88053 0.00
H -2.27265 1.22748 -1.76337 -0.02
H -1.90008 2.22035 -1.15386 0.03
O 0.14918 -0.52189 -0.08025 -0.08
H -0.23375 -1.08845 -0.73265 0.00
H 0.20073 0.41971 -0.43887 0.07
O 2.85225 -0.90411 0.18531 -0.04
H 3.05449 -0.70721 1.03921 -0.03
H 1.95460 -0.59259 -0.01090 -0.01
```



8.
Density functional theory data (ωB97M-V/def2-TZVPD) for 6 unconnected molecules or ions with the total composition H12O6.

Results
Net charge: 0
E_LUMO, eV: 0.1
Structure (SMILES): O.O.O.O.O.O

```
18
Properties=species:S:1:pos:R:3:lowdin_charge:R:1
O 0.47198 -1.29548 1.91881 -0.07
H 0.65272 -0.33485 1.81909 -0.01
H -0.43952 -1.34533 2.22487 0.04
O -0.24179 0.01330 -0.86466 -0.08
H 0.12749 -0.35567 -0.04531 0.01
H 0.44446 0.61654 -1.19863 0.01
O 1.03158 2.07635 -2.37600 -0.05
H 0.16950 1.96851 -2.79928 0.06
H 0.91091 2.81138 -1.76321 0.05
O 1.23811 -2.25429 -1.25615 -0.07
H 2.00727 -1.68841 -1.36990 0.03
H 0.52802 -1.79104 -1.71625 0.02
O 0.53268 1.38176 2.46699 -0.05
H 1.30518 1.94613 2.59055 0.06
H 0.27864 1.11740 3.36014 0.06
O -3.22668 -0.75074 -0.58173 -0.06
H -2.68028 -0.40982 0.13333 0.01
H -3.11027 -1.70571 -0.54268 0.03
```



9.
Density functional theory data (ωB97M-V/def2-TZVPD) for 6 unconnected molecules or ions with the total composition H12O6 at a distorted geometry.

Results
Net charge: 0
E_LUMO, eV: 0.3
Structure (SMILES): O.O.O.O.O.O

```
18
Properties=species:S:1:pos:R:3:lowdin_charge:R:1
O 1.74274 1.16269 0.38275 -0.11
H 2.55979 1.68274 0.61224 0.10
H 1.49867 0.43431 1.01702 0.03
O 0.73880 -0.97174 1.52140 -0.07
H 0.54838 -1.51544 0.73160 0.03
H -0.15638 -0.61797 1.72487 0.04
O -1.82732 -0.46343 0.98985 -0.07
H -1.64980 0.40667 0.60349 0.01
H -1.56954 -1.08996 0.30925 -0.01
O -0.51756 -1.98151 -0.74745 -0.10
H -0.79091 -2.64578 -1.39252 0.07
H -0.09617 -1.22451 -1.28144 0.02
O 0.53183 0.08603 -1.90190 -0.07
H 1.19757 0.47013 -1.28343 0.04
H -0.11252 0.84793 -1.85124 0.07
O -0.70603 1.98076 -0.21681 -0.17
H -1.30684 2.74173 0.29630 0.16
H 0.17804 2.00779 0.29115 0.04
```



10.
Density functional theory data (ωB97M-V/def2-TZVPD) for a molecular structure, H12O6V at a distorted geometry.

Results
Net charge: +3
E_LUMO (alpha / beta), eV: -15.7 / -14.5
Multiplicity: 3

```
19
Properties=species:S:1:pos:R:3:lowdin_charge:R:1
V 0.13567 -0.03984 -0.21456 1.31
O -1.21033 -1.49234 0.62823 0.02
H -2.14056 -1.46429 0.70890 0.11
H -0.86816 -2.24370 1.11173 0.13
O 1.34348 1.45846 -0.89883 0.02
H 2.00583 1.91002 -0.33042 0.17
H 0.98588 2.12004 -1.46808 0.12
O -1.27929 1.44495 0.32621 0.01
H -2.23989 1.41562 0.17689 0.15
H -1.22535 1.99961 1.06578 0.10
O 0.90903 0.15206 1.73318 0.01
H 1.57819 -0.30118 2.25477 0.15
H 0.47136 0.77682 2.28676 0.11
O -1.04264 -0.19240 -1.95855 0.04
H -1.55844 -0.97760 -1.82412 0.11
H -1.67413 0.38323 -2.35057 0.12
O 1.65873 -1.41295 -0.56800 0.03
H 2.55807 -1.19294 -0.32127 0.14
H 1.59255 -2.34358 -0.35806 0.14
```



11.
Density functional theory data (ωB97M-V/def2-TZVPD) for 6 unconnected molecules or ions with the total composition H12S6 at a distorted geometry.

Results
Net charge: 0
E_LUMO, eV: 0.6
Structure (SMILES): S.S.S.S.S.S

```
18
Properties=species:S:1:pos:R:3:lowdin_charge:R:1
S 3.47929 -1.24985 2.22537 0.44
H 3.41237 -2.58631 2.03850 -0.22
H 4.73725 -1.24777 2.74770 -0.21
S 3.41865 3.64004 1.68070 0.45
H 3.95978 3.81391 0.46498 -0.23
H 4.47930 2.90799 2.08377 -0.22
S 2.28193 -2.43474 -6.04839 0.48
H 1.22057 -1.68276 -6.27440 -0.25
H 3.14739 -1.42684 -5.92839 -0.23
S -3.46776 4.78284 3.93959 0.47
H -2.92901 3.75200 4.56226 -0.24
H -2.75548 4.80018 2.81024 -0.23
S -3.55318 -0.78196 -5.51269 0.45
H -4.04331 -1.73871 -4.69855 -0.22
H -2.46204 -1.47333 -5.92306 -0.23
S -2.30632 -3.87434 3.78112 0.47
H -2.62963 -2.75987 4.42725 -0.24
H -3.37060 -3.89274 2.97666 -0.23
```



12.
Density functional theory data (ωB97M-V/def2-TZVPD) for 7 unconnected molecules or ions with the total composition H13O6S at a distorted geometry.

Results
Net charge: -1
E_LUMO, eV: 3.2

```
20
Properties=species:S:1:pos:R:3:lowdin_charge:R:1
S -1.60844 -0.21239 0.48400 0.11
H -2.78486 0.60765 0.54624 -0.28
H -1.02263 -2.54139 -0.23235 -0.09
H -0.39174 -2.11251 0.92039 -0.10
O -0.38551 -2.87088 0.35145 -0.13
H 1.87394 1.49851 0.30394 -0.03
H 1.12547 1.35778 1.59420 0.06
O 1.99312 1.78323 1.20056 -0.10
H 2.15204 -0.19785 -0.68473 -0.04
H 2.03568 -1.77452 -0.58335 0.05
O 2.52802 -0.96139 -0.35085 -0.04
H 0.06132 1.44814 -0.76553 -0.06
H -0.89406 1.76722 -2.00409 0.06
O -0.08812 2.13647 -1.47070 -0.17
H 0.11792 1.40602 3.82452 0.06
H -0.81165 0.87557 2.68033 -0.09
O -0.61274 1.67004 3.18908 -0.13
H -1.34055 -1.89100 -3.60087 0.09
H -1.19370 -0.68821 -2.41651 -0.06
O -0.75352 -1.30050 -2.98572 -0.12
```